No. 1
{"formula": "CHN3O3", "method": "ωB97M-V/def2-TZVPD", "symbols": ["O", "O", "O", "N", "N", "N", "C", "H"], "positions_angstrom": [[0.6663, 0.6018, -1.2843], [-1.5104, -0.7869, 0.8511], [-0.4891, -1.5157, -0.9016], [-0.7573, -0.7306, -0.0704], [-0.1986, 0.5775, -0.3514], [0.7874, 1.2090, 2.2085], [0.3716, 0.8487, 1.2059], [1.1301, -0.2038, -1.6578]], "mulliken_charge": [-0.378, -0.530, -0.596, 1.042, 0.121, -0.327, 0.288, 0.381], "total_energy_ev": -11658.111, "homo_lumo_gap_ev": 10.87, "homo_energy_ev": -11.53, "smiles": "N#CN(O)[N+](=O)[O-]"}



No. 2
{"formula": "C2H6N2", "method": "ωB97M-V/def2-TZVPD", "symbols": ["N", "N", "C", "C", "H", "H", "H", "H", "H", "H"], "positions_angstrom": [[-2.0052, -0.2929, 0.0479], [1.9582, 0.2390, -0.5668], [0.6250, -0.3689, -0.2015], [-0.6343, 0.3496, -0.0722], [0.3925, -1.3467, -0.6843], [-1.0440, 0.4991, 0.9122], [1.2853, -0.4490, 0.6630], [-2.0559, -0.8940, 0.8363], [-0.7515, 1.1144, -0.7634], [2.2300, 1.1494, -0.1712]], "mulliken_charge": [-0.591, -0.596, -0.233, -0.361, 0.395, 0.279, 0.237, 0.228, 0.400, 0.243], "total_energy_ev": -5142.705, "homo_lumo_gap_ev": 4.78, "homo_energy_ev": -7.20}



No. 3
{"formula": "C2H4IN3S", "method": "ωB97M-V/def2-TZVPD", "symbols": ["I", "S", "N", "N", "N", "C", "C", "H", "H", "H", "H"], "positions_angstrom": [[1.1432, 2.7057, -0.1317], [1.1734, -2.0610, 1.1753], [-0.0669, 0.0072, -1.4871], [-1.5625, -0.4940, 0.3070], [-0.6461, 0.2617, -0.2190], [1.6782, -0.6987, 1.7283], [-0.1023, 1.2478, 0.4846], [-1.5481, -1.4066, -0.1048], [-0.1954, -0.9863, -1.8046], [-0.7766, 1.4191, 1.4352], [0.9031, 0.0052, -1.3832]], "mulliken_charge": [0.146, -0.085, -0.811, -0.886, 0.948, 0.056, -0.485, 0.219, 0.271, 0.404, 0.223], "total_energy_ev": -25536.876, "s2": 2.011, "homo_lumo_gap_ev": [5.53, 8.54], "homo_energy_ev": [-5.73, -9.97], "multiplicity": 3}



No. 4
{"formula": "C42H52CaN5PSSiTe", "method": "ωB97M-V/def2-TZVPD", "symbols": ["Te", "Ca", "S", "P", "Si", "N", "N", "N", "N", "N", "C", "C", "C", "C", "C", "C", "C", "C", "C", "C", "C", "C", "C", "C", "C", "C", "C", "C", "C", "C", "C", "C", "C", "C", "C", "C", "C", "C", "C", "C", "C", "C", "C", "C", "C", "C", "C", "C", "C", "C", "C", "C", "H", "H", "H", "H", "H", "H", "H", "H", "H", "H", "H", "H", "H", "H", "H", "H", "H", "H", "H", "H", "H", "H", "H", "H", "H", "H", "H", "H", "H", "H", "H", "H", "H", "H", "H", "H", "H", "H", "H", "H", "H", "H", "H", "H", "H", "H", "H", "H", "H", "H", "H", "H"], "positions_angstrom": [[-2.4600, 3.2876, -0.3951], [-0.5735, 0.8263, -0.6037], [0.1395, -1.4507, -2.2940], [-0.1664, 0.1963, 2.3236], [-3.3665, -0.6971, -0.6597], [-1.3786, -1.6683, -4.5121], [1.9530, 0.4132, 0.1492], [-0.6174, 1.4458, -2.8815], [-0.9847, 0.4559, -3.7773], [-0.4228, 3.5544, -1.1761], [-4.5171, -2.8547, 2.8209], [-4.4340, -0.2378, 1.9480], [2.8541, 0.2136, -0.9172], [-0.9548, -1.4445, 2.7069], [3.5438, -0.5734, 3.9542], [-0.7860, -0.8298, -3.5600], [5.5786, -0.4033, -4.2339], [-0.2244, 1.2020, 5.0934], [1.6206, -0.0146, 2.5320], [4.3676, -0.3419, 2.8464], [4.1725, 1.0789, -2.7522], [-3.6630, -2.2332, -1.7873], [-4.7937, -0.5181, 3.2567], [-2.8593, -3.3780, -1.7049], [-4.6055, -2.2132, -2.8242], [-2.9983, -4.4445, -2.5831], [0.2653, 6.0882, -2.2182], [-4.0959, -1.2488, 1.0344], [-3.9388, -4.3922, -3.6053], [4.1055, -0.9822, 5.2893], [-0.7316, 1.3673, 3.6606], [4.1778, -1.2548, -2.3173], [-0.3980, 2.7852, 3.1845], [-0.3524, 3.7705, -2.5980], [-4.7421, -3.2645, -3.7238], [-0.8730, -2.0321, 4.1112], [4.6238, -0.1910, -3.0880], [3.8576, 0.0055, 1.6213], [3.3103, 1.2966, -1.6851], [0.6115, 5.7178, -0.8619], [-0.4638, -2.4543, 1.6713], [-0.2081, 5.1392, -3.0486], [3.3083, -1.0771, -1.2487], [-4.8303, -1.8342, 3.7071], [2.8593, -2.2797, -0.4647], [2.8655, 2.6845, -1.3425], [-0.4799, 2.6850, -3.4254], [0.2165, 4.5187, -0.4026], [2.1874, -0.3909, 3.7527], [2.4510, 0.1478, 1.3743], [-0.4875, 2.8360, -4.9255], [-4.1598, -2.5621, 1.5094], [-4.5445, -3.8877, 3.1533], [5.4530, 0.3658, -4.9983], [-1.2579, -2.6289, -4.2233], [6.6212, -0.3686, -3.9021], [-0.4035, 0.2131, 5.5120], [-0.1122, 3.8070, -5.2328], [1.1196, 6.4063, -0.1993], [4.4915, -2.2650, -2.5699], [4.6491, -1.9309, 5.2327], [3.3053, -1.1072, 6.0215], [-0.7275, 1.9334, 5.7344], [-4.3828, 0.7984, 1.6242], [1.9102, -2.0849, 0.0297], [-2.0738, -3.4188, -0.9569], [-4.0394, -5.2155, -4.3034], [3.5853, -2.5410, 0.3115], [5.4461, -0.4370, 2.9545], [-5.2526, -1.3471, -2.9201], [1.7895, 2.7837, -1.4605], [1.5289, -0.5527, 4.5979], [0.1501, 2.0744, -5.3815], [-2.3515, -5.3100, -2.4860], [-0.6953, 3.5226, 3.9369], [-1.0217, -3.3905, 1.7690], [0.8471, 1.4022, 5.1437], [-1.3087, -1.3681, 4.8573], [0.6001, -2.6680, 1.8082], [4.5394, 0.1749, 0.7981], [4.8015, -0.2367, 5.6880], [-1.4946, 2.7250, -5.3463], [-2.3720, -1.4915, -4.6081], [5.4176, -1.3751, -4.7048], [-1.8225, 1.2426, 3.6519], [-2.0100, -1.2476, 2.4927], [-0.6077, -2.0883, 0.6499], [2.7340, -3.1392, -1.1264], [-5.4833, -3.2084, -4.5147], [0.1558, -2.2635, 4.3987], [-5.0334, 0.2934, 3.9358], [0.6811, 2.8845, 3.0289], [-5.0959, -2.0580, 4.7342], [3.3450, 3.4228, -1.9875], [0.3547, 4.2371, 0.6376], [-4.5544, 0.1182, -1.1286], [0.3600, 7.1171, -2.5460], [-1.4454, -2.9645, 4.1375], [-0.9090, 3.0283, 2.2514], [-0.5015, 5.4143, -4.0547], [3.0904, 2.9248, -0.3005], [-3.9178, -3.3817, 0.8415], [-1.5595, 0.7023, -4.5727], [4.4994, 1.9341, -3.3381]], "mulliken_charge": [-0.447, 0.785, -0.192, 1.273, 0.628, -0.637, 1.417, 0.455, -0.375, 0.432, -0.643, -0.480, -0.354, 2.827, 0.003, -0.130, -1.612, -1.745, 0.341, -0.900, -1.280, -0.012, -0.457, 0.555, -0.569, -0.921, -0.583, 0.083, -0.353, -1.834, 0.860, -0.996, -1.336, 0.579, -0.542, -1.735, 0.898, -0.803, 1.073, -0.844, -1.409, -1.071, 1.620, -0.480, -1.640, -1.156, -0.051, -0.353, 0.416, -1.033, -1.920, -0.173, 0.378, 0.371, 0.341, 0.270, 0.246, 0.473, 0.404, 0.302, 0.328, 0.362, 0.481, 0.373, -0.235, 0.049, 0.338, 0.437, 0.305, 0.319, 0.154, 0.167, 0.413, 0.363, 0.564, 0.597, 0.368, 0.373, 0.337, 0.418, 0.331, 0.276, 0.204, 0.366, 0.168, -2.123, -0.153, 0.489, 0.345, 0.238, 0.383, 0.210, 0.341, 0.376, 0.189, -0.465, 0.361, 0.450, -0.059, 0.337, 0.243, 0.350, 0.366, 0.304], "total_charge": -2, "total_energy_ev": -105585.441, "homo_lumo_gap_ev": 4.95, "homo_energy_ev": -0.65}



No. 5
{"formula": "C3H7PS", "method": "ωB97M-V/def2-TZVPD", "symbols": ["S", "P", "C", "C", "C", "H", "H", "H", "H", "H", "H", "H"], "positions_angstrom": [[-1.4757, 0.3642, -2.1834], [-2.0078, -0.6278, -0.3857], [-0.3755, -0.2859, 1.2348], [1.5794, 0.6744, 0.0193], [0.7960, -0.3826, 0.3086], [-1.0062, -1.6598, -0.8204], [1.0045, -1.4732, 0.0696], [-0.3879, 0.7847, 1.5272], [2.4273, 0.5538, -0.6137], [-0.5832, -1.1327, 1.8607], [-1.0100, 1.5361, -1.9513], [1.3087, 1.6036, 0.4217]], "mulliken_charge": [-0.239, 0.104, -0.883, -0.900, 0.264, 0.075, 0.281, 0.310, 0.264, 0.363, 0.124, 0.238], "total_energy_ev": -23345.931, "homo_lumo_gap_ev": 8.54, "homo_energy_ev": -8.35}



No. 6
{"formula": "C8H13INO", "method": "ωB97M-V/def2-TZVPD", "symbols": ["I", "O", "N", "C", "C", "C", "C", "C", "C", "C", "C", "H", "H", "H", "H", "H", "H", "H", "H", "H", "H", "H", "H", "H"], "positions_angstrom": [[6.2438, -0.0028, -0.2849], [-1.6025, 2.3854, -0.6227], [-1.2411, 1.4049, 0.1651], [-1.6171, -0.0289, -0.3081], [-1.7689, -0.0720, -1.8429], [1.0723, 0.7511, 0.1313], [1.8548, -1.5228, 0.7976], [2.1753, 1.5999, 0.5882], [-2.9588, -0.2497, 0.3740], [-0.5489, -0.9437, 0.1143], [0.7800, -0.5564, 0.3814], [2.6220, 2.1592, -0.2464], [-2.2070, -1.0107, -2.0520], [-3.4396, -1.0603, 0.0157], [3.0608, 0.8486, 0.8620], [1.5713, -2.5145, 0.6253], [-0.8917, -1.8456, 0.5927], [-2.9894, -0.4097, 1.3712], [-3.4954, 0.6811, 0.1528], [1.9445, 2.1363, 1.4975], [1.9346, -1.2387, 1.8010], [2.7407, -1.2514, 0.4500], [-0.9432, -0.0849, -2.4886], [-2.2967, 0.8254, -2.0744]], "mulliken_charge": [-0.950, -0.425, -0.182, 2.280, -1.626, -0.308, -1.998, -0.814, -2.041, -1.661, 1.554, 0.268, 0.427, 0.493, 0.188, 0.408, 0.345, 0.494, 0.426, 0.278, 0.481, 0.525, 0.381, 0.459], "total_charge": -1, "total_energy_ev": -20140.160, "homo_lumo_gap_ev": [5.46, 5.52], "homo_energy_ev": [-3.64, -3.64]}



Repeat the third record exactly.
{"formula": "C2H4IN3S", "method": "ωB97M-V/def2-TZVPD", "symbols": ["I", "S", "N", "N", "N", "C", "C", "H", "H", "H", "H"], "positions_angstrom": [[1.1432, 2.7057, -0.1317], [1.1734, -2.0610, 1.1753], [-0.0669, 0.0072, -1.4871], [-1.5625, -0.4940, 0.3070], [-0.6461, 0.2617, -0.2190], [1.6782, -0.6987, 1.7283], [-0.1023, 1.2478, 0.4846], [-1.5481, -1.4066, -0.1048], [-0.1954, -0.9863, -1.8046], [-0.7766, 1.4191, 1.4352], [0.9031, 0.0052, -1.3832]], "mulliken_charge": [0.146, -0.085, -0.811, -0.886, 0.948, 0.056, -0.485, 0.219, 0.271, 0.404, 0.223], "total_energy_ev": -25536.876, "s2": 2.011, "homo_lumo_gap_ev": [5.53, 8.54], "homo_energy_ev": [-5.73, -9.97], "multiplicity": 3}